# 1
ORCA calculation (ωB97M-V/def2-TZVPD) on a structure of composition C20H14BrF3N3O6SSe4Ta at a distorted geometry.

Structure (XYZ):
```
53
Properties=species:S:1:pos:R:3:forces:R:3:lowdin_charge:R:1
Ta 2.008778 -1.065328 0.643576 1.854 0.743 -1.008 1.417
C -3.765806 -1.682568 -4.563913 -0.003 0.010 -0.001 -0.041
C -3.013456 -1.289638 -3.324154 -0.001 -0.005 0.000 -0.254
C -1.800385 -0.612200 -3.425411 0.001 -0.008 -0.002 -0.016
C -1.082336 -0.256397 -2.297933 0.027 -0.050 -0.004 -0.042
C -1.602978 -0.571972 -1.051415 0.049 0.027 -0.047 -0.282
C -2.812139 -1.241784 -0.916944 -0.039 0.082 0.009 -0.037
C -3.507501 -1.597676 -2.058607 0.004 -0.001 -0.002 -0.021
S -0.725179 -0.223096 0.422745 -0.011 -0.151 -0.002 0.652
O -0.164419 -1.522603 0.909468 0.071 0.169 0.125 -0.372
O -1.581130 0.466152 1.331883 -0.059 -0.052 0.011 -0.234
N 0.673933 0.468103 0.084146 0.061 -0.017 -0.100 -0.253
C 0.803995 1.775244 -0.458595 -0.135 0.047 0.153 -0.421
C -0.266542 2.668197 -0.498872 -0.010 -0.001 -0.031 -0.046
C -0.030996 3.916616 -1.042169 -0.008 -0.016 -0.004 -0.067
C 1.237644 4.231068 -1.508451 0.013 0.007 0.003 -0.062
C 2.225605 3.267299 -1.403441 0.011 0.009 0.001 -0.141
N 2.011591 2.057072 -0.895944 0.045 -0.015 -0.025 0.093
H -4.084237 -0.798706 -5.118889 0.000 0.000 0.000 0.087
H -4.650496 -2.268822 -4.322216 -0.001 0.001 -0.001 0.077
H -3.133553 -2.274428 -5.226715 0.000 -0.001 -0.001 0.087
H -1.401659 -0.372901 -4.403532 0.002 -0.001 -0.001 0.124
H -0.125140 0.237053 -2.391442 0.005 -0.011 0.000 0.116
H -3.199809 -1.481315 0.064851 -0.002 0.004 -0.001 0.126
H -4.448596 -2.124643 -1.965505 0.006 -0.012 -0.001 0.118
H -1.234491 2.409138 -0.094377 0.005 0.019 -0.002 0.105
H -0.830951 4.644394 -1.083212 -0.004 -0.006 -0.017 0.113
H 1.457943 5.198455 -1.937129 0.003 0.005 0.010 0.104
H 3.239420 3.462691 -1.733917 0.002 0.003 -0.005 0.105
Se 3.895632 0.279937 1.887077 -0.430 -0.024 0.175 0.127
Se 5.029892 1.834905 0.617489 -0.043 -0.174 -0.220 -0.024
Se 5.831960 0.250238 -0.906231 -0.049 -0.139 0.258 0.001
Se 3.854660 -0.979023 -1.173451 -0.442 0.061 -0.319 0.140
Br 1.463446 3.603267 2.518111 0.018 0.006 0.034 0.800
C 0.790872 2.181074 3.581872 -0.001 -0.004 -0.007 -0.711
C 0.046889 2.472740 4.718077 0.014 -0.001 0.002 -0.087
C -0.432125 1.404155 5.455066 -0.012 0.003 0.001 -0.035
C -0.140902 0.109459 5.050173 0.028 0.000 0.014 0.021
C 0.636274 -0.049794 3.916181 0.029 -0.001 0.036 -0.199
N 1.078228 0.967397 3.186338 -0.087 -0.015 -0.074 0.053
C 0.978647 -1.438719 3.448761 -0.394 -0.173 -0.039 -0.503
O 0.403394 -2.394147 3.877347 0.279 -0.163 0.060 0.153
O 1.943659 -1.514566 2.505638 -0.229 -0.125 0.507 -0.335
H -0.142355 3.496653 5.004066 -0.014 0.000 -0.010 0.102
H -1.027538 1.581262 6.340905 0.002 0.000 0.000 0.114
H -0.498184 -0.759954 5.581554 0.019 -0.001 0.012 0.125
F -0.284165 -4.691994 -0.276187 -0.003 0.003 0.002 0.184
C 0.520088 -4.279729 -1.254981 0.080 -0.051 -0.006 -0.552
F 1.325270 -5.284922 -1.602603 -0.011 -0.004 0.004 0.183
F -0.224514 -3.943638 -2.305164 -0.001 0.000 -0.004 0.177
C 1.351097 -3.080586 -0.772925 0.721 -0.111 -0.347 -0.562
O 1.288577 -1.980561 -1.358136 -0.533 0.125 0.347 -0.139
O 2.114090 -3.200857 0.227136 -0.827 0.007 0.519 -0.068
```
Forces are in eV/Å.

Computed properties:
HOMO-LUMO gap = 0.23235 hartree
ΔE to the lowest compared entry with this formula, charge and spin = 65.84 kJ/mol
LUMO = -0.9524 eV
calculated total energy = -14321.0071 hartree
HOMO energy = -7.3 eV

---

# 2
ORCA calculation (ωB97M-V/def2-TZVPD) on a structure of composition C20H14Co2NO6 at a distorted geometry.

Structure (XYZ):
```
43
Properties=species:S:1:pos:R:3:forces:R:3:lowdin_charge:R:1
O 0.860400 4.452051 -0.450246 0.964 -0.692 -0.618 0.092
C 1.637434 3.659752 -0.780602 -0.672 -0.046 1.265 -0.176
Co 2.719951 2.391004 -1.312965 -0.520 -1.631 -0.386 0.049
C 1.845606 1.997354 -2.790635 -1.739 -0.377 -1.789 -0.173
O 1.190749 1.786677 -3.720485 0.845 0.272 0.898 0.094
C 4.200878 3.258052 -1.686917 1.925 0.664 0.552 -0.197
O 5.159053 3.863095 -1.919130 -0.866 -0.363 -0.094 0.061
C 2.275605 1.005283 0.077568 -1.172 3.051 3.277 -0.269
C 1.023202 0.404588 -0.128681 -2.021 1.984 1.624 -0.288
C -0.252833 0.720953 0.211659 0.945 0.195 -0.216 -0.110
C -1.446923 0.309957 -0.486055 -0.656 -0.557 0.121 -0.229
C -2.668971 1.016341 -0.297839 0.701 -0.387 -0.182 -0.049
C -3.804602 0.660982 -1.011696 0.092 -0.151 -0.033 -0.116
C -3.768093 -0.434231 -1.886122 -0.204 0.056 -0.033 -0.132
C -2.588329 -1.160870 -2.047701 0.214 0.074 0.107 -0.107
C -1.435553 -0.798100 -1.355234 -0.335 0.106 0.004 -0.053
Co 2.384266 -0.456483 -0.921638 2.366 -2.610 -3.541 0.047
C 3.988083 -0.101392 -1.580673 2.143 -0.077 -0.540 -0.168
O 5.056806 -0.009760 -2.017817 -1.322 -0.076 0.543 0.103
C 2.740108 -1.987355 -0.001231 0.418 -0.341 0.579 -0.098
O 3.056785 -2.984648 0.489937 -0.531 1.263 -0.687 0.103
C 1.774148 -1.106828 -2.464170 -0.568 -1.227 -1.962 -0.143
O 1.546161 -1.605278 -3.482170 0.175 0.882 1.490 0.121
H 2.707064 1.174733 1.072263 -0.096 -0.050 -0.290 0.071
H -0.402720 1.439973 1.025840 0.093 0.077 -0.435 0.112
H -2.660682 1.849564 0.408851 -0.119 -0.174 -0.265 0.107
H -4.721182 1.245882 -0.898760 0.227 -0.246 -0.006 0.092
H -4.664973 -0.721630 -2.437031 0.225 0.099 0.112 0.085
H -2.546572 -2.015565 -2.725607 -0.125 0.203 0.161 0.096
H -0.510831 -1.371507 -1.458011 -0.397 0.223 -0.008 0.085
C -1.981783 -2.562526 1.732842 -0.275 0.171 -0.128 -0.032
N -1.201796 -1.578191 2.458593 0.336 0.419 0.360 -0.165
C -1.719450 -0.661630 3.356245 0.908 0.095 -0.093 -0.108
C -0.664394 0.122321 3.822507 -0.184 -0.699 -0.615 -0.108
C 0.524339 -0.337622 3.176449 -0.765 -0.756 -0.328 -0.108
C 0.155084 -1.381124 2.327112 -0.329 0.436 1.079 -0.107
H -1.297428 -3.204598 1.162351 -0.296 0.154 0.217 0.093
H -2.591714 -3.159144 2.428620 0.338 0.040 -0.173 0.084
H -2.670316 -2.062212 1.034838 0.284 -0.148 0.069 0.081
H -2.775563 -0.661171 3.600775 0.230 0.030 -0.104 0.105
H -0.724903 0.941648 4.523508 -0.102 -0.099 -0.023 0.080
H 1.514616 0.068750 3.288340 0.046 -0.014 -0.042 0.086
H 0.739289 -2.007078 1.663139 -0.182 0.226 0.136 0.093
```
Forces are in eV/Å.

Computed properties:
HOMO-LUMO gap = 0.24349 hartree
ΔE to the lowest compared entry with this formula, charge and spin = 0.00 kJ/mol
LUMO = 2.6713 eV
calculated total energy = -4042.2152 hartree
net charge = -1
HOMO energy = -4.0 eV

---

# 3
ORCA calculation (ωB97M-V/def2-TZVPD) on a structure of composition C20H14CuN2O8 at a distorted geometry.

Structure (XYZ):
```
45
Properties=species:S:1:pos:R:3:forces:R:3:lowdin_charge:R:1
Cu -16.388920 0.688380 19.099900 0.562 0.439 1.209 0.414
C -11.604560 2.175030 16.405990 -2.424 -1.576 2.824 -0.052
C -12.351830 1.787600 17.616100 0.382 0.933 -3.132 -0.400
C -13.887760 2.206750 17.683890 -1.170 0.923 -1.789 -0.311
O -14.472650 1.967520 18.744140 -0.730 -0.747 0.469 -0.030
C -14.566490 2.771620 16.483870 2.234 -1.160 4.136 -0.028
C -13.807760 2.975580 15.380920 -2.945 -0.451 -4.236 -0.382
C -12.292070 2.722690 15.352670 1.561 2.374 -0.714 -0.448
O -11.548880 3.231670 14.466020 -1.023 0.034 -1.591 -0.132
O -14.552630 3.200290 14.303960 3.016 0.201 1.109 -0.182
O -11.878340 1.134000 18.512640 0.521 -0.894 1.824 -0.018
H -10.569030 1.916180 16.241470 0.138 0.052 0.317 0.072
H -15.626040 2.975730 16.438080 0.117 -0.217 0.266 0.064
C -15.329500 0.290790 23.728000 -0.404 -0.421 2.451 -0.050
C -16.038320 -0.073860 24.923290 -0.240 0.346 -2.966 -0.407
C -17.582190 -0.473170 24.717580 -0.720 0.934 -0.492 -0.335
O -18.221290 -0.763080 25.753280 0.306 -0.192 -0.976 -0.092
C -18.165300 -0.310680 23.334520 2.496 -0.878 4.735 -0.025
C -17.335710 0.144750 22.321020 -4.204 -0.423 -2.159 -0.379
C -15.925150 0.531280 22.542660 3.397 1.175 -4.178 -0.381
O -15.153300 0.995770 21.562390 -3.206 -1.128 1.520 -0.098
O -17.963100 0.208100 21.187530 2.311 0.614 -0.248 -0.120
O -15.477630 -0.027150 25.997230 -0.004 -0.451 2.312 -0.042
H -14.294430 0.582940 23.826320 0.129 -0.009 0.079 0.096
H -19.155220 -0.734010 23.249380 -0.101 0.323 -0.561 0.075
N -19.201450 1.644740 18.878220 -1.322 0.727 1.134 -0.005
C -18.479130 2.787060 18.574870 -0.375 -0.937 0.190 -0.156
C -18.201820 2.689100 17.244690 0.322 0.114 -0.956 -0.142
C -18.793140 1.498910 16.770560 -0.416 -0.641 -0.930 -0.242
C -19.519810 0.910950 17.774410 0.979 0.751 0.094 -0.442
H -19.620430 1.484030 19.783050 0.351 -0.147 0.024 0.112
H -18.240800 3.530620 19.320990 0.047 -0.234 -0.009 0.101
H -17.688670 3.378990 16.591140 0.216 0.046 0.402 0.082
H -18.621910 1.073930 15.792570 -0.312 0.282 -0.162 0.040
H -20.202690 0.074710 17.802290 0.426 -0.142 0.135 -0.072
N -15.930650 -1.461860 17.043420 0.991 0.835 2.744 0.032
C -14.984750 -1.453500 18.137430 1.275 -0.510 -3.560 -0.137
C -15.551660 -1.787340 19.310030 -0.469 0.051 -0.529 -0.112
C -16.912880 -1.876470 18.970700 -3.270 0.909 -0.162 -0.151
C -17.188190 -1.505610 17.639310 1.732 -1.467 0.650 -0.200
H -15.668210 -1.343130 16.075360 -0.269 0.523 0.364 0.124
H -13.952140 -1.267280 17.881600 0.036 0.036 0.104 0.109
H -15.082940 -1.931300 20.272310 -0.076 0.234 -0.141 0.115
H -17.717290 -2.062110 19.667020 0.036 0.161 0.140 0.085
H -18.103020 -1.309080 17.099980 0.098 -0.390 0.259 0.049
```
Forces are in eV/Å.

Computed properties:
HOMO-LUMO gap (alpha / beta) = 0.08997 / 0.20758 hartree
LUMO (alpha / beta) = 8.7135 / 8.6963 eV
calculated total energy = -3122.0139 hartree
net charge = -4
2S+1 = 2
HOMO energy (alpha / beta) = 6.3 / 3.0 eV

---

# 4
ORCA calculation (ωB97M-V/def2-TZVPD) on a structure of composition C20H14FeIN2Se2.

Structure (XYZ):
```
40
Properties=species:S:1:pos:R:3:forces:R:3:lowdin_charge:R:1
Fe -0.388291 0.812132 0.761429 -0.108 -0.205 0.152 0.283
Se -2.034503 1.005225 3.194614 0.117 0.011 -0.152 0.668
Se -0.818090 3.139049 1.562997 -0.040 0.345 0.030 0.774
C -1.757171 2.910460 -0.078246 0.003 0.032 -0.027 -0.660
C -2.771414 3.704456 -0.587213 0.058 0.024 -0.021 -0.058
C -3.307718 3.357163 -1.816269 0.000 -0.016 -0.022 -0.022
C -2.829364 2.241643 -2.496453 0.023 0.011 -0.005 -0.023
C -1.831419 1.486234 -1.915455 0.078 -0.006 -0.082 -0.095
N -1.313081 1.824722 -0.733118 -0.133 -0.091 0.334 -0.085
C -0.267850 0.378627 3.517464 -0.024 -0.009 0.057 -0.714
C 0.180708 0.065011 4.795280 -0.029 0.010 -0.006 -0.078
C 1.464609 -0.420157 4.953505 0.020 -0.007 0.009 -0.025
C 2.283052 -0.577363 3.840319 -0.008 0.006 -0.016 -0.026
C 1.780831 -0.246322 2.601962 -0.002 -0.039 0.075 -0.082
N 0.531679 0.217891 2.447792 0.050 0.020 -0.239 -0.096
H -3.118391 4.564863 -0.033833 0.000 -0.002 0.001 0.118
H -4.100469 3.954577 -2.246796 0.002 0.001 -0.001 0.123
H -3.228962 1.957553 -3.458727 -0.001 0.001 0.000 0.118
H -1.422612 0.599744 -2.384367 -0.024 -0.017 0.014 0.125
H -0.477774 0.210319 5.639406 0.000 0.001 -0.002 0.112
H 1.830940 -0.669317 5.940581 0.000 -0.001 0.000 0.123
H 3.292514 -0.950578 3.929710 0.000 -0.001 -0.001 0.118
H 2.363956 -0.355055 1.698787 0.005 0.003 -0.006 0.112
I -2.025334 -1.435388 0.544561 -0.084 -0.177 -0.028 1.175
C -0.717074 -2.152347 -0.922277 0.032 0.053 0.016 -0.595
C -0.980671 -3.307898 -1.590962 0.018 -0.002 -0.022 -0.126
C -0.053446 -3.771182 -2.552056 -0.027 -0.016 0.004 -0.055
C 1.088187 -3.070991 -2.802944 0.013 0.011 -0.003 -0.015
C 1.372499 -1.863662 -2.116186 -0.004 -0.015 -0.006 -0.154
C 2.554989 -1.127575 -2.373715 0.003 -0.010 -0.008 -0.017
C 2.819286 0.030866 -1.705690 0.008 0.023 0.022 -0.054
C 1.906442 0.511391 -0.737015 0.022 -0.053 -0.067 -0.106
C 0.755157 -0.174762 -0.469169 0.051 0.107 0.004 -0.211
C 0.451726 -1.381229 -1.148706 -0.007 0.001 -0.016 -0.240
H -1.880788 -3.873932 -1.394009 -0.001 0.001 0.005 0.103
H -0.259875 -4.690612 -3.082564 -0.004 -0.001 0.004 0.115
H 1.799901 -3.430393 -3.535405 0.004 0.006 0.001 0.122
H 3.249477 -1.503756 -3.114214 -0.005 -0.006 -0.003 0.122
H 3.723632 0.588260 -1.910329 -0.003 0.004 0.003 0.114
H 2.134711 1.442334 -0.222690 -0.003 0.000 0.002 0.112
```
Forces are in eV/Å.

Computed properties:
HOMO-LUMO gap (alpha / beta) = 0.23814 / 0.23546 hartree
LUMO (alpha / beta) = -4.0399 / -4.8252 eV
calculated total energy = -7244.0816 hartree
net charge = +1
2S+1 = 5
HOMO energy (alpha / beta) = -10.5 / -11.2 eV

---

# 5
ORCA calculation (ωB97M-V/def2-TZVPD) on a structure of composition C20H15Cl2IrN7O3S at a distorted geometry.

Structure (XYZ):
```
49
Properties=species:S:1:pos:R:3:forces:R:3:lowdin_charge:R:1
Ir 0.249388 0.390407 -0.204531 -0.160 3.010 0.597 1.207
Cl -0.569219 -3.570731 6.017442 -0.007 0.071 -0.075 0.749
C -0.785819 -2.548550 4.657343 -0.029 -0.052 0.121 -0.671
C 0.291308 -2.259391 3.843937 0.261 0.081 0.076 -0.021
C 0.119741 -1.466846 2.727919 -0.142 -0.103 -0.389 -0.153
N 1.238686 -1.210265 1.862857 0.699 -0.036 1.353 0.053
C 2.010380 -2.292914 1.314487 -0.051 0.332 -0.504 -0.290
O 2.298419 -3.266119 1.922945 -0.012 -0.056 0.058 0.229
C 2.295052 -2.126044 -0.160299 -0.091 0.001 -0.214 -0.146
C 3.283873 -2.933618 -0.685659 0.083 -0.018 -0.041 0.053
C 3.542326 -2.906459 -2.048688 0.040 -0.010 0.068 0.018
C 2.783239 -2.069331 -2.843411 0.030 0.021 -0.040 -0.003
C 1.814326 -1.281960 -2.247268 -0.147 -0.125 -0.048 -0.120
N 1.556716 -1.289086 -0.934676 -0.523 -0.390 0.177 -0.010
C -1.108474 -0.944058 2.339859 -0.381 0.160 -0.333 -0.150
C -2.164025 -1.170045 3.228029 -0.082 0.032 -0.017 -0.013
C -2.013169 -1.974543 4.349968 -0.048 0.091 -0.015 -0.655
Cl -3.382030 -2.248263 5.345189 0.017 0.031 -0.014 0.756
N -1.252367 -0.261415 1.080465 0.136 -0.489 0.061 -0.050
C -2.492170 0.149059 0.663238 -0.049 -0.254 0.344 -0.483
O -3.547472 0.053951 1.250705 0.004 0.101 -0.060 0.103
C -2.509667 0.754791 -0.703042 -0.236 -0.095 -0.040 -0.218
C -3.661065 1.329222 -1.206899 -0.102 -0.088 -0.155 0.055
C -3.636330 1.858413 -2.484585 0.028 -0.058 -0.008 0.014
C -2.463658 1.765765 -3.230787 -0.060 -0.003 0.014 -0.011
C -1.354922 1.184098 -2.658361 0.062 -0.085 -0.035 -0.108
N -1.382993 0.699753 -1.405905 0.457 -0.020 -0.456 -0.090
H 1.262161 -2.659790 4.093269 0.023 0.017 -0.039 0.124
H 3.836225 -3.577614 -0.015123 -0.028 -0.017 -0.008 0.144
H 4.317410 -3.529732 -2.473538 -0.021 -0.014 -0.008 0.137
H 2.925032 -2.025410 -3.914258 -0.003 0.019 0.008 0.130
H 1.188589 -0.640125 -2.856133 -0.039 -0.050 0.017 0.097
H -3.127505 -0.737246 3.047221 -0.090 -0.084 -0.024 0.099
H -4.546232 1.332001 -0.586254 0.022 0.006 0.033 0.143
H -4.519959 2.320979 -2.903304 0.013 0.006 -0.012 0.133
H -2.405976 2.138802 -4.243586 -0.019 -0.018 -0.002 0.126
H -0.428193 1.081814 -3.208481 0.001 0.033 0.038 0.105
N 1.631650 1.802367 -1.358582 0.087 -1.070 0.151 -0.022
N 1.135790 3.110410 -1.445615 -0.011 0.085 -0.256 -0.019
C 0.297244 3.548918 -0.502580 -0.227 0.109 0.044 -0.732
N -0.064642 4.819604 -0.507832 0.079 0.007 0.050 0.166
S -0.302571 2.497963 0.690294 -0.391 -0.462 0.232 0.876
H 2.457388 1.757980 -0.758952 0.145 0.208 -0.111 0.111
H 1.898643 1.498413 -2.290403 -0.027 -0.004 -0.034 0.116
H 1.609492 3.754025 -2.064841 0.088 -0.025 0.014 0.180
H 0.302873 5.495584 -1.160867 0.053 0.016 0.050 0.143
H -0.700407 5.156373 0.199910 -0.037 0.002 -0.032 0.132
O 2.537225 0.448461 0.974073 0.478 0.377 0.569 0.114
C 1.535689 0.040403 1.495309 0.205 -1.188 -1.103 -0.348
```
Forces are in eV/Å.

Computed properties:
HOMO-LUMO gap (alpha / beta) = 0.21737 / 0.17444 hartree
ΔE to the lowest compared entry with this formula, charge and spin = 246.76 kJ/mol
LUMO (alpha / beta) = -7.3459 / -8.5027 eV
calculated total energy = -2802.5079 hartree
net charge = +2
2S+1 = 2
HOMO energy (alpha / beta) = -13.3 / -13.2 eV